Here is 2 unconnected molecules or ions with the total composition C13H21N2O4 from the Open Molecules 2025 dataset. Energies are from ωB97M-V/def2-TZVPD.

Highest occupied orbital energy   -12.430 eV
Energy above the lowest of the compared OMol25 structures with the same formula, charge and spin   10.3 kcal/mol
Charge   +1
Molecular weight   269.321 g/mol

Element x y z (Å)
O1 -4.26498 -4.54068 -2.64894
C1 -3.24203 -3.83656 -2.15087
O2 -3.04413 -2.38107 -2.45756
C2 -1.87305 -2.01789 -1.64078
C3 -1.50481 -0.39981 -1.67862
C4 -0.15157 -0.23813 -0.71582
C5 1.06143 0.60347 -1.42882
C6 1.47964 1.94048 -0.57714
C7 0.23069 2.97341 -0.83063
C8 -0.46304 3.27221 0.62487
N1 0.36256 2.65872 1.55474
C9 -0.15365 2.83209 2.98501
C10 1.03909 2.92902 4.10745
O3 1.73437 1.87660 4.59270
O4 1.40354 4.28196 4.60668
C11 1.59316 1.88209 1.05730
H1 -2.48048 -4.35528 -1.39372
H2 -0.87705 -2.57583 -1.95063
H3 -2.04633 -2.29401 -0.49747
H4 -1.32836 0.01843 -2.75926
H5 -2.41186 0.22570 -1.22401
H6 0.23237 -1.32275 -0.42996
H7 -0.53212 0.24920 0.28129
H8 0.65014 0.98128 -2.48257
H9 2.00726 -0.07085 -1.70240
H10 2.42053 2.45626 -1.04408
H11 0.78792 3.99538 -1.08948
H12 -0.45735 2.84617 -1.77215
H13 -1.43189 3.88680 0.85902
H14 -0.73971 3.87211 2.99514
H15 -0.96155 2.00014 3.23853
H16 0.79176 4.97636 4.20831
H17 1.60837 0.73914 1.38187
H18 2.63391 2.35970 1.37804
C12 1.65059 -5.32687 -0.78041
C13 0.70674 -4.30605 -0.16609
N2 -0.07623 -3.45906 0.34356
H19 2.24041 -4.85935 -1.57357
H20 2.32791 -5.71617 -0.01526
H21 1.07782 -6.15637 -1.20430

Forces on atoms 1 to 3 (eV/Å):
O 6.95 5.09 3.17
C -5.48 -2.45 -2.71
O 1.25 -4.02 2.09

=====

Here is C13H21N3O in the gas phase from the Open Molecules 2025 dataset. Energies are from ωB97M-V/def2-TZVPD.

Highest occupied orbital energy   -8.436 eV
Energy above the lowest of the compared OMol25 structures with the same formula, charge and spin   0.0 kcal/mol
SMILES   CC(C)c1nc(CN2CCCCC2)cc(=O)[nH]1
Charge   0
Molecular weight   235.331 g/mol

Element x y z (Å)
C1 -0.09022 4.31653 1.44370
C2 1.08481 3.48665 1.95073
C3 0.92289 3.16608 3.44109
C4 1.18785 2.18756 1.19862
N1 0.12741 1.62076 0.73931
C5 0.24300 0.42057 0.09322
C6 -1.10124 -0.08587 -0.38347
N2 -1.22542 -1.36213 -1.03022
C7 -0.96407 -2.52966 -0.21593
C8 -1.62945 -3.74598 -0.85888
C9 -1.09891 -3.93776 -2.27583
C10 -1.32760 -2.65888 -3.07468
C11 -0.66974 -1.47819 -2.36133
C12 1.44414 -0.19035 -0.06986
C13 2.65091 0.40883 0.43800
O1 3.78062 -0.02916 0.36556
N3 2.41825 1.63652 1.07330
H1 0.04918 4.57289 0.39688
H2 -1.00805 3.74450 1.53570
H3 -0.17802 5.23345 2.02077
H4 2.01644 4.04697 1.80915
H5 0.00324 2.60864 3.59928
H6 0.87683 4.08687 4.01709
H7 1.75700 2.57033 3.80625
H8 -1.49752 0.67801 -1.06314
H9 -1.75883 -0.08648 0.49418
H10 -1.38354 -2.35669 0.77829
H11 0.11293 -2.73634 -0.09672
H12 -2.70717 -3.58021 -0.89606
H13 -1.43588 -4.63290 -0.25317
H14 -1.59893 -4.78027 -2.75721
H15 -0.02905 -4.15792 -2.23811
H16 -2.39905 -2.46999 -3.15574
H17 -0.91551 -2.75562 -4.08056
H18 -0.87657 -0.55199 -2.90322
H19 0.42263 -1.63157 -2.35926
H20 1.56099 -1.13242 -0.57527
H21 3.23566 2.10523 1.44756

Forces on atoms 1 to 3 (eV/Å):
C 0.22 -0.07 0.01
C -0.15 0.09 0.13
C 0.14 0.06 -0.13

=====

Here is C13H21N3OS2 in the gas phase from the Open Molecules 2025 dataset. Energies are from ωB97M-V/def2-TZVPD.

Highest occupied orbital energy   -8.464 eV
Energy above the lowest of the compared OMol25 structures with the same formula, charge and spin   4.2 kcal/mol
SMILES   CCCCNC(=S)NNC(=O)c1csc(C)c1CC
Charge   0
Molecular weight   299.465 g/mol

Element x y z (Å)
C1 4.88598 -0.92419 -1.77425
C2 4.90566 -1.81813 -0.53943
C3 3.73692 -1.57605 0.41636
C4 3.71724 -0.16866 1.03549
N1 3.11458 0.83258 0.18582
C5 1.79810 0.98135 -0.04519
S1 1.25140 2.11003 -1.13960
N2 0.92360 0.26760 0.69939
N3 -0.43115 0.33208 0.38837
C6 -1.15893 -0.80561 0.54629
O1 -0.64582 -1.78937 1.06371
C7 -2.55805 -0.76466 0.09335
C8 -3.17642 -1.95916 -0.15701
S2 -4.78063 -1.77064 -0.69669
C9 -4.65807 -0.04334 -0.56477
C10 -5.84284 0.79461 -0.90698
C11 -3.42318 0.35498 -0.14164
C12 -3.10307 1.79829 0.11675
C13 -2.86583 2.06447 1.60352
H1 3.90566 -0.93947 -2.24518
H2 5.61709 -1.27351 -2.49954
H3 5.13494 0.10383 -1.52327
H4 5.84644 -1.67635 -0.00223
H5 4.86523 -2.86162 -0.85917
H6 3.79760 -2.30454 1.22710
H7 2.79957 -1.75127 -0.11603
H8 3.16759 -0.18863 1.98192
H9 4.73840 0.15175 1.25042
H10 3.70795 1.38530 -0.41236
H11 1.14560 -0.63594 1.11349
H12 -0.62169 1.06590 -0.29375
H13 -2.74203 -2.93356 -0.05505
H14 -5.61219 1.47819 -1.72410
H15 -6.66946 0.15912 -1.21367
H16 -6.16218 1.38435 -0.04785
H17 -2.23264 2.11514 -0.46178
H18 -3.94317 2.40669 -0.21993
H19 -3.75386 1.80599 2.17628
H20 -2.03349 1.47558 1.97800
H21 -2.64484 3.11690 1.76319

Forces on atoms 1 to 3 (eV/Å):
C 0.09 -0.20 0.11
C -0.25 0.05 -0.05
C 0.31 0.08 0.10

=====

Here is 2 unconnected molecules or ions with the total composition C13H21NO from the Open Molecules 2025 dataset. Energies are from ωB97M-V/def2-TZVPD.

Highest occupied orbital energy   -8.417 eV
Energy above the lowest of the compared OMol25 structures with the same formula, charge and spin   88.3 kcal/mol
SMILES   CC(C)C1=C[C@@H](C(C)C)C(=O)N1.C#CC
Charge   0
Molecular weight   207.317 g/mol

Element x y z (Å)
C1 2.85458 0.56825 -0.93680
C2 1.42257 1.15049 -0.91292
C3 1.11108 1.97148 -2.25831
C4 0.37382 0.10487 -0.67029
C5 -0.44340 0.16715 0.37123
C6 -1.28725 -1.04743 0.38965
C7 -2.85827 -0.94467 0.45185
C8 -3.30936 -0.44176 1.80939
C9 -3.41621 -0.03617 -0.63264
C10 -0.84656 -1.86774 -0.91260
O1 -1.37874 -2.84078 -1.38454
N1 0.09798 -1.07247 -1.43813
H1 2.91896 0.17090 -1.90465
H2 2.89927 -0.13009 -0.03992
H3 3.82440 1.25648 -0.84875
H4 1.26441 1.85764 -0.11314
H5 1.37275 1.28790 -3.06956
H6 1.83117 2.89311 -2.22654
H7 0.19498 2.50780 -2.19531
H8 -0.21269 0.79437 1.20429
H9 -0.83719 -1.68324 1.27642
H10 -3.11203 -2.05828 0.32213
H11 -4.29409 -0.10946 1.80653
H12 -2.87190 0.46196 2.07441
H13 -3.11197 -1.16001 2.54813
H14 -2.87569 0.93272 -0.61745
H15 -4.48792 0.15494 -0.30703
H16 -3.34606 -0.34173 -1.66432
H17 0.58564 -1.39523 -2.25296
C11 2.26754 -2.51732 0.34466
C12 2.92649 -2.07161 1.27752
C13 3.77237 -1.38695 2.18913
H18 1.94114 -3.32383 -0.21135
H19 4.67891 -1.17204 1.71182
H20 3.85903 -1.89964 3.13485
H21 3.34000 -0.45027 2.33089

Forces on atoms 1 to 3 (eV/Å):
C 0.99 1.44 2.61
C 0.08 1.10 -1.67
C 3.22 0.82 2.20

=====

Here is C13H21NO in the gas phase from the Open Molecules 2025 dataset. Energies are from ωB97M-V/def2-TZVPD.

Highest occupied orbital energy   -8.287 eV
Energy above the lowest of the compared OMol25 structures with the same formula, charge and spin   0.0 kcal/mol
SMILES   Cc1ccc(C)c([C@H](O)CNC(C)C)c1
Charge   0
Molecular weight   207.317 g/mol

Element x y z (Å)
C1 3.69040 -2.77007 -0.31254
C2 2.28242 -2.56688 0.15908
C3 1.52684 -3.64290 0.60986
C4 0.23190 -3.44889 1.04155
C5 -0.36396 -2.19052 1.04180
C6 -1.79041 -2.08836 1.50047
C7 0.39085 -1.10186 0.60099
C8 -0.14087 0.31130 0.53865
O1 -0.81902 0.73184 1.71309
C9 -1.11762 0.46867 -0.65501
N1 -1.71648 1.76774 -0.80934
C10 -0.84692 2.87435 -1.18952
C11 -0.44874 3.76094 -0.00615
C12 -1.57214 3.71049 -2.24829
C13 1.69792 -1.31256 0.16854
H1 3.71556 -3.48768 -1.13160
H2 4.12596 -1.83517 -0.65592
H3 4.30717 -3.16533 0.49408
H4 1.95846 -4.63351 0.62078
H5 -0.34589 -4.29477 1.38719
H6 -2.45302 -2.46940 0.72248
H7 -1.94130 -2.69953 2.38931
H8 -2.07390 -1.06601 1.72457
H9 0.71416 0.98753 0.36939
H10 -0.27280 0.51113 2.47431
H11 -1.93052 -0.24928 -0.53242
H12 -0.57272 0.21948 -1.57012
H13 -2.23862 2.00347 0.02708
H14 0.05766 2.45201 -1.64452
H15 0.26945 4.51589 -0.31839
H16 -1.32875 4.26452 0.39004
H17 -0.00806 3.17046 0.79287
H18 -1.83989 3.08412 -3.09429
H19 -0.93796 4.52284 -2.59440
H20 -2.48378 4.12911 -1.83002
H21 2.27463 -0.46319 -0.17358

Forces on atoms 1 to 3 (eV/Å):
C -0.01 -0.04 0.03
C 0.00 0.00 -0.03
C 0.00 0.08 -0.03

=====

Here is C13H21NO3S2 in the gas phase from the Open Molecules 2025 dataset. Energies are from ωB97M-V/def2-TZVPD.

Highest occupied orbital energy   -8.569 eV
Energy above the lowest of the compared OMol25 structures with the same formula, charge and spin   2.4 kcal/mol
SMILES   CSc1ccc(S(=O)(=O)NCCCOC(C)C)cc1
Charge   0
Molecular weight   303.449 g/mol

Element x y z (Å)
C1 -5.40411 -2.19332 1.10182
S1 -4.77187 -1.84102 -0.56375
C2 -3.74482 -0.42850 -0.34688
C3 -3.46282 0.14605 0.88860
C4 -2.63473 1.25317 0.95436
C5 -2.09347 1.77915 -0.20094
S2 -0.99157 3.18683 -0.08457
O1 -1.44522 4.02622 0.98409
O2 -0.81064 3.73203 -1.39488
N1 0.47277 2.57903 0.40779
C6 1.21831 1.72996 -0.48640
C7 0.90612 0.23689 -0.35286
C8 1.88428 -0.59259 -1.19752
O3 3.22432 -0.41837 -0.81265
C9 3.66470 -1.19499 0.29636
C10 4.16469 -2.56567 -0.16588
C11 4.77745 -0.40882 0.98253
C12 -2.37402 1.22173 -1.43618
C13 -3.19816 0.11817 -1.51061
H1 -4.58863 -2.47441 1.76164
H2 -5.94515 -1.33201 1.48181
H3 -6.08383 -3.03126 0.98201
H4 -3.88059 -0.25441 1.79777
H5 -2.41621 1.72820 1.89799
H6 0.48276 2.31558 1.37924
H7 2.28804 1.88008 -0.30871
H8 0.98333 2.08618 -1.49052
H9 -0.11245 0.02025 -0.67756
H10 0.99539 -0.05222 0.69817
H11 1.59648 -1.65188 -1.15901
H12 1.83536 -0.25776 -2.23724
H13 2.83326 -1.33747 1.00332
H14 4.49328 -3.15212 0.68775
H15 4.99712 -2.43738 -0.85257
H16 3.37550 -3.11070 -0.67900
H17 5.16255 -0.96432 1.83302
H18 4.40231 0.55216 1.32430
H19 5.58294 -0.23164 0.27566
H20 -1.94805 1.67204 -2.31846
H21 -3.43464 -0.33286 -2.46202

Forces on atoms 1 to 3 (eV/Å):
C 0.32 0.26 -0.45
S -0.15 -0.14 0.09
C -0.13 -0.17 0.08